[1]
Below is C3H4N4O in the gas phase in a non-equilibrium geometry, with properties calculated with wB97M-V/def2-TZVPD.

The geometry in XYZ format:
```
12
Properties=species:S:1:pos:R:3:nbo_charge:R:1
C -0.093 0.401 -0.370 0.186
C -0.586 1.272 0.631 0.008
C -1.018 -1.177 0.860 0.453
H 2.356 0.106 -2.177 0.394
H 1.296 -1.218 -1.308 0.404
H -0.478 2.401 0.465 0.225
H -1.399 -2.206 1.097 0.192
N 1.516 -0.237 -1.765 -0.694
N 0.745 0.852 -1.268 -0.160
N -0.949 1.057 1.788 -0.092
N -0.313 -0.884 -0.090 -0.521
O -1.079 -0.366 2.138 -0.396
```

- LUMO level: -0.004 Ha
- Energy above the lowest of the compared OMol25 structures with the same formula, charge and spin: 115.31 kcal per mole
- Total energy: -11178.969 eV
- SMILES: N/N=c1/cnocn1
- 2S+1: 1
- E_HOMO: -8.42 eV
- Gap between HOMO and LUMO: 8.3 eV

---

[2]
Below is C3H4N4O in the gas phase in a non-equilibrium geometry, with properties calculated with wB97M-V/def2-TZVPD.

The geometry in XYZ format:
```
12
Properties=species:S:1:pos:R:3:nbo_charge:R:1
C -1.390 0.285 0.386 0.156
C 1.312 0.804 0.083 0.328
C 0.609 -1.397 0.193 0.329
H -1.941 -0.878 -1.663 0.410
H -2.118 0.113 1.255 0.226
H 2.207 1.140 -0.275 0.173
H 1.123 -2.235 0.879 0.183
N -1.142 -0.578 -0.939 -0.523
N -0.641 1.306 0.475 -0.237
N 0.352 1.630 -0.321 -0.232
N -0.214 -1.507 -0.688 -0.293
O 1.133 -0.283 0.767 -0.520
```

- LUMO level: 0.033 Ha
- Energy above the lowest of the compared OMol25 structures with the same formula, charge and spin: 149.33 kcal per mole
- Total energy: -11177.494 eV
- SMILES: c1nncocn[nH]1
- 2S+1: 1
- E_HOMO: -8.54 eV
- Gap between HOMO and LUMO: 9.4 eV

---

[3]
Below is C3H4N4O in the gas phase in a non-equilibrium geometry, with properties calculated with wB97M-V/def2-TZVPD.

The geometry in XYZ format:
```
12
Properties=species:S:1:pos:R:3:nbo_charge:R:1
C 1.035 -1.473 -1.259 -0.120
C -0.606 1.683 0.524 0.299
C -1.242 -0.206 1.198 0.724
H 1.193 -0.309 -1.603 0.157
H 1.638 -2.421 -1.880 0.241
H 1.287 1.259 -0.299 0.418
H -0.566 2.656 0.171 0.191
N 0.364 -1.588 -0.190 -0.252
N 0.126 -0.451 0.771 -0.141
N 0.356 0.745 0.002 -0.521
N -1.521 1.186 1.160 -0.486
O -2.064 -1.081 1.407 -0.511
```

- LUMO level: 0.012 Ha
- Energy above the lowest of the compared OMol25 structures with the same formula, charge and spin: 112.38 kcal per mole
- Total energy: -11179.096 eV
- SMILES: C=Nn1[nH]cnc1=O
- 2S+1: 1
- E_HOMO: -9.68 eV
- Gap between HOMO and LUMO: 10.0 eV

---

[4]
Below is C3H4N4O in the gas phase in a non-equilibrium geometry, with properties calculated with wB97M-V/def2-TZVPD.

The geometry in XYZ format:
```
12
Properties=species:S:1:pos:R:3:nbo_charge:R:1
C -1.086 -0.287 -0.111 0.742
C 1.271 -0.442 -0.105 0.501
C 0.203 1.707 0.121 0.254
H -2.013 -1.903 0.614 0.517
H 2.110 -2.004 -0.305 0.335
H 0.199 2.790 0.297 0.210
H -1.982 1.530 -0.120 0.421
N 0.016 -0.935 -0.026 -0.630
N 2.397 -0.989 0.022 -0.594
N 1.271 1.043 0.161 -0.432
N -1.054 1.014 -0.291 -0.637
O -2.381 -0.902 0.128 -0.686
```

- LUMO level: 0.012 Ha
- Energy above the lowest of the compared OMol25 structures with the same formula, charge and spin: 52.57 kcal per mole
- Total energy: -11181.690 eV
- SMILES: [H]/N=c1/nc[nH]c(O)n1
- 2S+1: 1
- E_HOMO: -9.38 eV
- Gap between HOMO and LUMO: 9.7 eV

---

[5]
Below is C3H4N4O in the gas phase in a non-equilibrium geometry, with properties calculated with wB97M-V/def2-TZVPD.

The geometry in XYZ format:
```
12
Properties=species:S:1:pos:R:3:nbo_charge:R:1
C -2.474 -0.545 0.272 -0.710
C -1.165 -0.218 -0.078 0.430
C 1.106 -0.568 -0.167 0.602
H -2.723 -1.683 0.536 0.267
H -3.262 -0.591 -0.659 0.289
H -2.484 0.234 1.209 0.283
H 2.204 -2.059 0.019 0.365
N -0.839 1.121 -0.378 -0.392
N 0.344 1.683 0.045 0.258
N 2.203 -1.063 0.106 -0.622
N -0.174 -1.116 -0.234 -0.515
O 1.341 0.963 0.245 -0.256
```

- LUMO level: -0.029 Ha
- Energy above the lowest of the compared OMol25 structures with the same formula, charge and spin: 144.07 kcal per mole
- Total energy: -11177.722 eV
- SMILES: [H]/N=c1\nc(C)nno1
- 2S+1: 1
- E_HOMO: -9.48 eV
- Gap between HOMO and LUMO: 8.7 eV

---

[6]
Below is C3H4N4O2 in the gas phase in a non-equilibrium geometry, with properties calculated with wB97M-V/def2-TZVPD.

The geometry in XYZ format:
```
13
Properties=species:S:1:pos:R:3:nbo_charge:R:1
C -2.102 -0.388 0.426 0.036
C -1.866 -0.427 -1.026 -0.008
C -0.145 0.472 0.219 0.177
N -1.093 0.045 1.093 -0.382
N -0.677 0.135 -1.164 -0.311
N 1.271 0.239 0.580 -0.459
N 2.404 0.057 -0.152 0.638
O 2.448 0.383 -1.333 -0.406
O 3.423 -0.063 0.435 -0.401
H -2.839 -0.986 1.061 0.219
H -2.306 -1.002 -1.762 0.224
H -0.295 1.507 0.140 0.234
H 1.779 0.028 1.483 0.438
```

- LUMO level: -0.028 Ha
- Energy above the lowest of the compared OMol25 structures with the same formula, charge and spin: 144.06 kcal per mole
- Total energy: -13224.668 eV
- SMILES: O=[N+]([O-])NC1N=CC=N1
- 2S+1: 1
- E_HOMO: -10.49 eV
- Gap between HOMO and LUMO: 9.7 eV

---

[7]
Below is 2 unconnected molecules or ions with the total composition C3H4N4OS in a non-equilibrium geometry, with properties calculated with wB97M-V/def2-TZVPD.

The geometry in XYZ format:
```
13
Properties=species:S:1:pos:R:3:nbo_charge:R:1
C -1.218 0.964 -0.244 0.549
C -1.913 -0.167 -0.942 -0.012
C 0.452 -0.284 1.720 -0.382
N -2.992 -0.737 -1.146 0.035
N -4.057 -1.039 -1.008 0.055
N -1.220 1.801 0.763 -0.707
N -0.735 -0.322 -1.777 -0.284
O -0.224 0.986 -1.242 -0.349
S 0.698 -1.397 0.360 -0.024
H -0.295 -0.612 2.319 0.166
H 1.202 0.509 1.986 0.213
H -1.945 1.694 1.556 0.380
H -0.861 -0.213 -2.777 0.361
```

- LUMO level: -0.025 Ha
- Energy above the lowest of the compared OMol25 structures with the same formula, charge and spin: 147.32 kcal per mole
- Total energy: -22011.237 eV
- 2S+1: 1
- E_HOMO: -8.43 eV
- Gap between HOMO and LUMO: 7.7 eV

---

[8]
Below is a molecular structure, C3H4N5O2S in a non-equilibrium geometry, with properties calculated with wB97M-V/def2-TZVPD.

The geometry in XYZ format:
```
15
Properties=species:S:1:pos:R:3:nbo_charge:R:1
C -1.389 -0.728 0.123 0.107
C -2.738 -0.339 -0.007 -0.122
C 0.637 0.667 0.768 0.330
N 1.519 -3.675 -0.049 0.138
N 1.085 -2.677 0.102 -0.107
N -0.139 -0.266 0.143 -0.551
N 1.632 1.338 0.240 -0.688
N -3.688 -1.285 0.032 0.407
O -3.607 -2.508 0.110 -0.293
O -4.841 -0.551 0.071 -0.407
S -4.153 0.930 0.122 0.657
H -1.402 -1.872 0.154 0.262
H 0.506 -0.937 -0.128 0.449
H 1.949 1.357 -0.769 0.397
H 2.230 1.862 0.775 0.421
```

- LUMO level (spin up / spin down): -0.222 / -0.210 Ha
- Energy above the lowest of the compared OMol25 structures with the same formula, charge and spin: 123.00 kcal per mole
- Total energy: -25541.916 eV
- 2S+1: 1
- E_HOMO (spin up / spin down): -12.51 / -12.76 eV
- Total charge: +1
- Gap between HOMO and LUMO (spin up / spin down): 6.5 / 7.0 eV

---

[9]
Below is a gas-phase ion, C3H4N5O4 (charge +1) in a non-equilibrium geometry, with properties calculated with wB97M-V/def2-TZVPD.

The geometry in XYZ format:
```
16
Properties=species:S:1:pos:R:3:nbo_charge:R:1
C 0.742 -1.051 0.889 -0.029
C -0.357 -0.633 -1.160 0.020
C -0.045 0.273 -0.194 0.308
N 0.618 -2.133 0.201 -0.147
N 0.037 -1.917 -0.935 -0.111
N -0.412 1.445 0.034 -0.652
N -1.140 -0.316 -2.356 0.560
N 2.295 -0.327 0.914 0.602
O -1.348 0.834 -2.415 -0.335
O 3.134 -0.793 0.277 -0.235
O -1.419 -1.277 -3.044 -0.343
O 2.237 0.596 1.628 -0.306
H 0.459 -0.807 1.913 0.295
H -0.042 -2.652 -1.633 0.483
H -0.370 1.908 0.904 0.443
H -0.747 1.971 -0.742 0.447
```

- LUMO level (spin up / spin down): -0.258 / -0.259 Ha
- Energy above the lowest of the compared OMol25 structures with the same formula, charge and spin: 43.27 kcal per mole
- Total energy: -18799.177 eV
- SMILES: NC1=C([N+](=O)[O-])[NH+]=N[C@H]1[N+](=O)[O-]
- 2S+1: 1
- E_HOMO (spin up / spin down): -14.61 / -14.60 eV
- Total charge: +1
- Gap between HOMO and LUMO (spin up / spin down): 7.6 / 7.6 eV

---

[10]
Below is a gas-phase ion, C3H4N5O4 (charge +1) in a non-equilibrium geometry, with properties calculated with wB97M-V/def2-TZVPD.

The geometry in XYZ format:
```
16
Properties=species:S:1:pos:R:3:nbo_charge:R:1
C -0.922 -1.347 0.822 0.085
C 0.826 0.469 0.227 0.062
C 0.186 -0.211 -0.752 0.308
N -0.124 -0.925 1.763 -0.119
N 0.616 0.078 1.519 -0.148
N -0.110 -0.106 -1.991 -0.639
N 1.996 1.376 0.019 0.547
N -2.006 -0.436 0.267 0.510
O 2.156 1.744 -1.104 -0.308
O -2.053 0.660 0.742 -0.328
O 2.600 1.640 1.015 -0.322
O -2.680 -0.931 -0.579 -0.308
H -1.207 -2.390 0.798 0.275
H 1.185 0.503 2.267 0.484
H -0.467 -0.902 -2.522 0.452
H 0.004 0.779 -2.492 0.448
```

- LUMO level: -0.250 Ha
- Energy above the lowest of the compared OMol25 structures with the same formula, charge and spin: 43.48 kcal per mole
- Total energy: -18799.168 eV
- SMILES: [NH2+]=C=C(N/N=C\[N+](=O)[O-])[N+](=O)[O-]
- 2S+1: 1
- E_HOMO: -15.39 eV
- Total charge: +1
- Gap between HOMO and LUMO: 8.6 eV

---

Which of these has the lowest energy above the lowest of the compared OMol25 structures with the same formula, charge and spin? number 9